No. 1
The following is a quantum chemistry calculation of one molecule with the formula C11H11N2PS, from the Open Molecules 2025 dataset.

The geometry in ORCA input format:
```
! RIJCOSX wB97M-V def2-TZVPD def2/J DEFGRID3
* xyz 0 1
C -0.237 1.950 1.897
P -0.006 1.314 0.079
S -0.250 2.719 -1.221
C -1.326 0.091 -0.074
C -1.919 -0.236 -1.371
C -3.124 -0.876 -1.413
C -3.737 -1.256 -0.205
C -3.133 -0.907 1.053
N -2.021 -0.160 1.120
C 1.588 0.376 -0.053
C 2.557 0.633 -1.028
C 3.697 -0.135 -1.034
C 3.762 -1.202 -0.217
C 2.688 -1.482 0.685
N 1.656 -0.675 0.771
H 0.710 2.335 2.241
H -0.903 2.729 1.683
H -0.521 1.074 2.585
H -1.442 0.143 -2.294
H -3.557 -1.005 -2.367
H -4.744 -1.653 -0.238
H -3.683 -1.208 1.915
H 2.389 1.475 -1.792
H 4.377 0.019 -1.803
H 4.552 -1.888 -0.327
H 2.625 -2.176 1.407
*
```

Values from the calculation:
- largest force on an atom (eV/A) = 4.3
- frontier orbital gap (eV) = 8.67
- relative energy (zero: lowest compared OMol25 entry of this formula, charge and spin) (kJ/mol) = 53.9
- electronic energy (Eh) = -1274.79641
- LUMO (eV) = 0.3
- SMILES string = CP(=S)(c1ccccn1)c1ccccn1

Here are the natural (NBO) charges for atoms 1 to 5, given in e: -0.882 1.258 -0.601 -0.156 -0.201

---

No. 2
The following is a quantum chemistry calculation of one molecule with the formula C11H11N3O, from the Open Molecules 2025 dataset.

The geometry in ORCA input format:
```
! RIJCOSX wB97M-V def2-TZVPD def2/J DEFGRID3
* xyz 0 1
O 2.744 1.732 -0.321
C 1.821 1.204 -0.895
C 0.424 1.838 -0.808
N -0.610 0.952 -0.373
N -1.617 0.577 -1.175
N -2.415 -0.195 -0.564
C -1.967 -0.374 0.712
C -2.460 -1.119 1.783
C -1.739 -1.084 2.952
C -0.556 -0.339 3.077
C -0.048 0.404 2.037
C -0.773 0.378 0.852
C 2.020 0.011 -1.740
C 1.248 -1.281 -1.544
C 1.024 -0.469 -2.766
H 0.145 2.204 -1.801
H 0.496 2.688 -0.121
H -3.367 -1.692 1.681
H -2.084 -1.647 3.807
H -0.031 -0.353 4.021
H 0.865 0.973 2.127
H 3.072 -0.121 -1.969
H 1.818 -2.194 -1.618
H 0.480 -1.323 -0.789
H 1.424 -0.824 -3.703
H 0.085 0.054 -2.862
*
```

Values from the calculation:
- largest force on an atom (eV/A) = 1.3
- frontier orbital gap (eV) = 9.57
- relative energy (zero: lowest compared OMol25 entry of this formula, charge and spin) (kJ/mol) = 76.5
- electronic energy (Eh) = -665.22396
- LUMO (eV) = 0.4
- SMILES string = O=C(Cn1nnc2ccccc21)C1CC1

Here are the natural (NBO) charges for atoms 1 to 5, given in e: -0.526 0.583 -0.324 -0.209 -0.021

---

No. 3
The following is a quantum chemistry calculation of one molecule with the formula C11H11NO2, from the Open Molecules 2025 dataset.

The geometry in ORCA input format:
```
! RIJCOSX wB97M-V def2-TZVPD def2/J DEFGRID3
* xyz 0 1
C 1.042 -0.416 2.308
O 1.803 -0.089 1.182
C 1.295 0.212 -0.016
O 2.253 0.883 -0.717
C 1.697 1.648 -1.863
C -0.218 0.421 -0.058
C -1.018 1.429 0.455
C -2.389 1.097 0.538
C -2.909 -0.128 0.021
C -2.086 -1.000 -0.659
C -0.699 -0.684 -0.649
C 0.476 -1.561 -0.988
C 0.788 -2.724 -0.220
N 1.238 -3.571 0.415
H 0.179 0.346 2.361
H 1.744 0.022 3.122
H 0.828 -1.576 2.444
H 2.334 2.514 -1.883
H 0.696 1.844 -1.837
H 1.820 1.029 -2.807
H -0.454 2.240 0.853
H -3.019 1.743 1.170
H -3.929 -0.267 0.152
H -2.368 -1.795 -1.271
H 0.897 -1.615 -2.052
*
```

Values from the calculation:
- largest force on an atom (eV/A) = 4.5
- frontier orbital gap (eV) = 8.49
- relative energy (zero: lowest compared OMol25 entry of this formula, charge and spin) (kJ/mol) = 564.2
- electronic energy (Eh) = -630.83579
- LUMO (eV) = 0.5
- SMILES string = COC(OC)=c1cccc/c1=C\C#N

Here are the natural (NBO) charges for atoms 1 to 5, given in e: -0.287 -0.503 0.753 -0.485 -0.256

---

No. 4
The following is a quantum chemistry calculation of a 2-piece molecular cluster, C11H11NO3 overall, from the Open Molecules 2025 dataset.

The geometry in ORCA input format:
```
! RIJCOSX wB97M-V def2-TZVPD def2/J DEFGRID3
* xyz 0 1
C -2.474 -1.237 0.168
C -2.014 -2.521 -0.003
C -1.600 -0.136 -0.020
C -0.709 -2.825 -0.282
C -0.279 -0.402 -0.315
C 0.161 -1.732 -0.383
C 1.931 -0.464 -0.740
C 1.432 -1.481 2.517
C 0.560 2.337 0.843
C 0.474 2.322 -1.889
C 1.030 1.802 -0.516
N 0.876 0.333 -0.563
O 2.536 -1.387 2.711
O 0.289 -1.698 2.415
O 1.488 -1.749 -0.649
H -3.384 -1.042 0.671
H -2.599 -3.457 -0.009
H -1.941 0.868 -0.005
H -0.245 -3.799 -0.440
H -0.517 2.280 0.959
H 0.869 3.322 0.952
H 0.994 1.890 1.614
H -0.526 2.375 -1.802
H 0.668 1.422 -2.525
H 0.873 3.277 -2.251
H 2.108 1.703 -0.457
*
```

Values from the calculation:
- largest force on an atom (eV/A) = 4.6
- frontier orbital gap (eV) = 9.64
- relative energy (zero: lowest compared OMol25 entry of this formula, charge and spin) (kJ/mol) = 215.8
- electronic energy (Eh) = -706.18408
- LUMO (eV) = 0.6

Here are the natural (NBO) charges for atoms 1 to 5, given in e: -0.221 -0.217 -0.211 -0.224 0.060

---

No. 5
The following is a quantum chemistry calculation of an isolated ion of composition C11H11O2 and charge -1, from the Open Molecules 2025 dataset.

The geometry in ORCA input format:
```
! RIJCOSX wB97M-V def2-TZVPD def2/J DEFGRID3
* xyz -1 1
C -4.839 0.253 0.021
C -3.365 -0.007 -0.084
C -2.827 -1.326 -0.457
C -2.493 0.923 0.172
C -1.089 0.789 0.134
C 0.082 0.972 0.147
C 1.442 1.299 0.102
C 2.478 0.451 0.236
C 3.913 0.761 -0.082
O 4.141 1.863 -0.585
C 4.950 -0.182 0.128
C 4.778 -1.526 0.479
O 5.660 -2.341 0.798
H -5.343 -0.644 -0.200
H -5.112 0.929 -0.838
H -4.986 0.826 1.029
H -1.727 -1.161 -0.661
H -2.831 -2.182 0.330
H -3.230 -1.718 -1.405
H -2.850 1.893 0.478
H 1.568 2.289 -0.434
H 2.146 -0.448 0.513
H 5.859 0.192 -0.276
H 3.673 -1.907 0.455
*
```

Values from the calculation:
- largest force on an atom (eV/A) = 4.1
- frontier orbital gap (eV) = 6.30
- relative energy (zero: lowest compared OMol25 entry of this formula, charge and spin) (kJ/mol) = 242.3
- electronic energy (Eh) = -576.14609
- LUMO (eV) = 2.7
- SMILES string = CC(C)=CC#C/C=C/C([O-])=C\C=O

Here are the natural (NBO) charges for atoms 1 to 5, given in e: -0.644 0.019 -0.659 -0.257 -0.097

---

No. 6
The following is a quantum chemistry calculation of C11H12Br3FO3 as an isolated structure, from the Open Molecules 2025 dataset.

The geometry in ORCA input format:
```
! RIJCOSX wB97M-V def2-TZVPD def2/J DEFGRID3
* xyz 0 1
C -30.889 25.581 7.544
C -30.928 26.831 8.409
C -30.418 28.095 7.719
O -31.441 29.055 7.945
C -32.555 28.436 8.419
O -33.601 28.974 8.583
O -32.301 27.144 8.672
H -29.871 25.206 7.414
H -31.437 25.618 6.602
H -31.390 24.766 8.080
H -30.422 26.584 9.342
H -30.232 27.911 6.659
H -29.481 28.466 8.133
F -31.833 21.427 7.063
C -32.755 21.663 8.025
C -34.044 21.209 7.790
C -35.016 21.444 8.767
C -34.611 22.100 9.917
C -33.321 22.560 10.144
C -32.358 22.311 9.177
H -34.227 20.833 6.792
H -36.055 21.170 8.671
H -35.338 22.310 10.696
H -33.110 23.076 11.068
H -31.319 22.565 9.326
C -28.507 21.551 7.574
Br -27.810 23.356 7.356
Br -28.935 21.244 9.445
Br -27.173 20.291 6.937
H -29.411 21.440 6.992
*
```

Values from the calculation:
- largest force on an atom (eV/A) = 1.2
- frontier orbital gap (eV) = 9.24
- relative energy (zero: lowest compared OMol25 entry of this formula, charge and spin) (kJ/mol) = 23.4
- electronic energy (Eh) = -8473.97814
- LUMO (eV) = -0.3

Here are the natural (NBO) charges for atoms 1 to 5, given in e: -0.642 0.063 -0.095 -0.490 0.972

---

No. 7
The following is a quantum chemistry calculation of C11H12BrClTm as an isolated structure, from the Open Molecules 2025 dataset.

The geometry in ORCA input format:
```
! RIJCOSX wB97M-V def2-TZVPD def2/J DEFGRID3
* xyz -1 3
C -0.736 2.095 0.529
C -0.751 1.754 1.912
C 0.608 1.574 2.355
H -1.668 1.596 2.503
C 1.460 1.791 1.201
C 0.619 2.116 0.097
H 0.980 2.449 -0.894
H -1.585 2.396 -0.099
H 0.928 1.156 3.323
H 2.543 1.648 1.158
Tm 0.217 -0.303 1.037
Br -1.715 -1.597 2.220
C -0.377 -1.896 -2.003
C 0.170 -0.695 -2.538
C -0.794 0.343 -2.344
H 1.159 -0.566 -2.925
C -1.920 -0.215 -1.681
C -1.671 -1.605 -1.473
H -2.306 -2.309 -0.931
H 0.152 -2.847 -1.922
H -0.671 1.385 -2.599
H -2.800 0.326 -1.314
Cl 2.244 -1.838 1.999
C 2.300 -1.305 0.331
H 3.092 -0.561 0.187
H 2.280 -2.151 -0.368
*
```

Values from the calculation:
- largest force on an atom (eV/A) = 4.4
- frontier orbital gap (alpha / beta) (eV) = 6.28 / 6.30
- relative energy (zero: lowest compared OMol25 entry of this formula, charge and spin) (kJ/mol) = 0.0
- <S²> = 2.00
- electronic energy (Eh) = -4545.82796
- LUMO (alpha / beta) (eV) = 2.8 / 2.8

Here are the natural (NBO) charges for atoms 1 to 5, given in e: -0.308 -0.369 -0.461 0.255 -0.375

---

No. 8
The following is a quantum chemistry calculation of C11H12F3N6O8SSn as an isolated structure, from the Open Molecules 2025 dataset.

The geometry in ORCA input format:
```
! RIJCOSX wB97M-V def2-TZVPD def2/J DEFGRID3
* xyz -1 1
Sn -0.973 -0.693 -1.030
N -1.558 1.060 0.543
N -2.370 2.108 0.162
C -2.732 2.203 -1.133
N -3.489 3.258 -1.458
N -2.280 1.231 -1.929
N -2.605 1.294 -3.288
O -3.479 2.068 -3.695
O -2.004 0.558 -4.002
H -2.031 0.264 1.000
H -0.728 1.393 1.045
H -2.709 2.771 0.840
H -3.702 3.944 -0.758
H -3.839 3.294 -2.404
O 0.967 2.255 3.945
S 1.851 2.155 2.811
O 2.647 3.312 2.497
N 1.056 1.613 1.506
C 1.489 0.418 1.107
O 1.051 -0.240 0.147
C 2.596 -0.131 1.964
C 3.255 -1.338 1.833
C 4.245 -1.641 2.760
C 4.558 -0.752 3.787
C 3.889 0.460 3.914
C 2.908 0.741 2.985
H 2.989 -2.013 1.030
H 4.781 -2.579 2.690
H 5.333 -1.011 4.498
H 4.126 1.153 4.710
O -1.633 -1.553 0.468
F 0.617 0.867 -3.028
C 0.550 -0.423 -2.631
F 0.281 -1.173 -3.706
F 1.800 -0.754 -2.261
C -1.755 -3.922 -1.843
C -2.634 -2.884 -2.515
O -3.641 -3.205 -3.122
O -2.241 -1.642 -2.395
H -2.161 -4.920 -1.985
H -1.674 -3.671 -0.783
H -0.751 -3.874 -2.276
*
```

Values from the calculation:
- largest force on an atom (eV/A) = 0.6
- frontier orbital gap (eV) = 8.10
- relative energy (zero: lowest compared OMol25 entry of this formula, charge and spin) (kJ/mol) = 17.3
- electronic energy (Eh) = -2268.90602
- LUMO (eV) = 2.2

Here are the natural (NBO) charges for atoms 1 to 5, given in e: 2.082 -0.704 -0.414 0.633 -0.791

---

No. 9
The following is a quantum chemistry calculation of an isolated ion of composition C11H12N and charge +1, from the Open Molecules 2025 dataset.

The geometry in ORCA input format:
```
! RIJCOSX wB97M-V def2-TZVPD def2/J DEFGRID3
* xyz 1 1
C -0.450 0.014 1.267
C 0.589 0.805 0.776
C 1.348 -1.403 0.420
C 0.404 -0.540 -1.683
C -0.869 -0.266 -0.848
C -0.675 1.123 -0.018
C -1.059 -0.920 0.479
C 1.780 0.113 0.379
C -1.615 2.209 0.039
C -1.919 -1.990 0.938
C 3.151 0.548 0.454
N 1.447 -0.749 -0.743
H 0.344 -1.493 -2.273
H 0.739 0.263 -2.330
H -1.703 -0.546 -1.361
H -1.634 2.588 -0.896
H -1.224 2.937 0.774
H -2.615 1.987 0.237
H -1.356 -2.376 1.774
H -2.079 -2.746 0.164
H -2.880 -1.501 1.251
H 3.513 0.215 -0.518
H 3.642 -0.002 1.180
H 3.122 1.729 0.537
*
```

Values from the calculation:
- largest force on an atom (eV/A) = 4.4
- frontier orbital gap (eV) = 7.40
- relative energy (zero: lowest compared OMol25 entry of this formula, charge and spin) (kJ/mol) = 974.3
- electronic energy (Eh) = -480.47664
- LUMO (eV) = -5.8

Here are the natural (NBO) charges for atoms 1 to 5, given in e: 0.041 0.146 0.249 -0.226 -0.287